The following is a DFT calculation (ωB97M-V/def2-TZVPD) of a structure of composition C49H68N7OSSi4Tl at a distorted geometry.

## Properties
* net charge: -2
* maximum force: 2.2 eV Å⁻¹
* ΔE to the lowest compared entry with this formula, charge and spin: 0.0 kcal/mol
* LUMO level: 3.19 eV
* Kohn-Sham gap: 3.70 eV

```
131
C49H68N7OSSi4Tl ωB97M-V/def2-TZVPD
Tl 0.44247 0.13496 0.85832
C -1.79402 2.25605 -2.65553
Si -1.03904 0.62730 -3.30337
C 0.81639 1.04488 -3.48589
C -1.78349 0.10417 -5.01016
C -1.92288 0.70736 -6.24386
C -2.50253 0.00756 -7.29214
C -2.96186 -1.28409 -7.10277
C -2.82765 -1.89781 -5.86434
C -2.22547 -1.21746 -4.82281
Si -1.70210 -1.63304 -3.01119
C -3.12589 -2.48524 -2.06435
C -0.29747 -2.93439 -3.17549
H -1.96773 2.98348 -3.44476
H -1.11504 2.70121 -1.93559
H -2.73296 2.07816 -2.15036
H 1.38644 0.23490 -3.93272
H 1.22675 1.25092 -2.49969
H 0.96800 1.93111 -4.10139
H -1.58021 1.72267 -6.39319
H -2.59217 0.46745 -8.26736
H -3.42439 -1.81746 -7.92565
H -3.19252 -2.90900 -5.72253
H -3.34553 -3.47689 -2.45575
H -4.02770 -1.88394 -2.08984
H -2.84472 -2.59331 -1.02248
H -0.66805 -3.89293 -3.53032
H 0.17926 -3.10359 -2.21664
H 0.46078 -2.59180 -3.87347
C 3.61806 0.91135 5.04965
Si 2.02987 1.32786 4.02401
C 2.64093 2.26728 2.50425
C 1.06771 2.62302 5.10546
N 1.12709 -0.04474 3.55794
C 0.57371 -0.89469 4.45126
C 0.70528 -0.69601 5.84089
C 0.05104 -1.45044 6.78866
C -0.76703 -2.49310 6.38069
C -0.86184 -2.77344 5.03570
C -0.19400 -2.04745 4.03558
N -0.26317 -2.41733 2.72885
Si -0.84523 -3.93070 2.24417
C -0.53247 -4.27582 0.39882
C -2.72821 -4.35729 2.46511
C 0.02981 -5.40848 3.15420
H 3.70538 1.52285 5.94449
H 4.51656 1.05918 4.45922
H 3.60163 -0.12911 5.35614
H 3.03383 3.24639 2.77114
H 1.82883 2.41733 1.80400
H 3.42638 1.72175 1.99235
H 1.68458 3.06223 5.88727
H 0.21619 2.15150 5.58611
H 0.68397 3.43479 4.49449
H 1.34785 0.10419 6.17110
H 0.16719 -1.22310 7.84246
H -1.31969 -3.09169 7.09684
H -1.48115 -3.60068 4.72420
H -0.74213 -5.32140 0.18296
H -1.16360 -3.67729 -0.24498
H 0.49535 -4.08036 0.12183
H -3.08307 -5.05428 1.70921
H -3.33943 -3.46236 2.39695
H -2.93446 -4.80284 3.43668
H 0.74761 -5.91294 2.51165
H -0.67243 -6.15794 3.51216
H 0.56901 -5.02841 4.01806
N 3.99918 9.93440 -2.92295
C 3.59185 8.91757 -2.54907
C 3.09259 7.68737 -2.12113
C 3.11949 6.56832 -2.97578
C 2.63249 5.35834 -2.54678
C 2.10254 5.19785 -1.25663
C 2.07007 6.32035 -0.41525
C 2.55761 7.53443 -0.82705
C 1.65654 3.89370 -0.76037
C 0.38666 3.86136 -0.14884
C -0.55530 4.93008 -0.18310
C -1.58530 4.56566 0.65297
C -1.24016 3.29843 1.15168
N -0.09437 2.85839 0.65676
C 2.59830 2.85298 -0.83979
C 3.97488 3.04666 -1.17405
C 4.59136 1.83019 -1.02296
C 3.58135 0.94043 -0.60831
N 2.40147 1.53063 -0.50509
H 3.53047 6.67077 -3.97368
H 2.65519 4.50460 -3.21041
H 1.69010 6.19694 0.58891
H 2.55173 8.38426 -0.15769
H -0.47540 5.83168 -0.76337
H -2.47190 5.12764 0.89131
H -1.78382 2.71750 1.87595
H 4.44028 3.97968 -1.43919
H 5.63363 1.59315 -1.16359
H 3.70315 -0.10210 -0.37510
C -3.38018 -0.53504 4.29183
C -2.88376 0.31927 3.12839
C -3.25795 -0.29152 1.78779
S -2.89983 0.84924 0.37786
O -3.18023 0.02932 -0.81434
C -4.45614 1.89128 0.58562
C -5.64919 1.31463 -0.15603
C -5.61936 1.70644 -1.62803
H -3.07204 -0.09676 5.23944
H -2.95334 -1.53212 4.23286
H -4.46876 -0.61603 4.27834
H -1.79707 0.40687 3.19578
H -3.31318 1.32228 3.22635
H -4.31267 -0.56299 1.72530
H -2.65749 -1.18197 1.60245
H -4.20475 2.87970 0.20514
H -4.63614 1.97024 1.65247
H -6.58152 1.66966 0.30059
H -5.62823 0.22412 -0.08696
H -5.58395 2.79019 -1.73325
H -6.50554 1.33418 -2.13569
H -4.74469 1.27264 -2.10458
N 2.38282 -2.83558 1.76722
C 2.63640 -2.86851 0.44832
C 3.49707 -3.82588 -0.13679
C 3.77852 -3.74367 -1.48048
C 3.21051 -2.72100 -2.23573
C 2.36196 -1.84107 -1.58901
N 2.08192 -1.90764 -0.29962
H 2.54157 -3.67067 2.30464
H 1.56731 -2.28926 2.07401
H 3.91767 -4.61052 0.47571
H 4.43319 -4.46986 -1.94860
H 3.39803 -2.62890 -3.29506
H 1.88827 -1.02902 -2.11873
```

The following is a DFT calculation (ωB97M-V/def2-TZVPD) of the molecule C23H27N3OS2.

## Properties
* maximum force: 0.8 eV Å⁻¹
* LUMO level: 0.49 eV
* Kohn-Sham gap: 8.75 eV

```
56
C23H27N3OS2 ωB97M-V/def2-TZVPD
C -2.92048 0.11281 4.33873
H -2.60730 -0.18748 5.33498
H -2.36173 1.00078 4.05562
H -3.97855 0.36388 4.36606
C -2.66159 -1.01756 3.34200
C -3.10291 -0.62724 1.96575
C -4.32597 -0.93482 1.45832
S -4.58935 -0.30744 -0.15551
C -3.01493 0.40495 -0.15676
N -2.53782 1.09852 -1.17390
C -1.32107 1.58311 -1.02161
N -0.56647 1.39679 0.05838
C -1.03426 0.69956 1.08010
C -2.32518 0.14872 1.05155
S 0.05278 0.48045 2.44706
C 1.48693 1.49215 1.96033
H 1.22673 1.94347 1.00133
C 2.78901 0.70965 1.91144
O 3.70130 1.01138 2.65931
N 2.89024 -0.29678 1.02000
C 1.87066 -0.71393 0.08879
C 2.42468 -1.19821 -1.22750
C 1.52423 -1.57961 -2.21597
C 1.97083 -2.00801 -3.45094
C 3.33139 -2.06341 -3.70757
C 4.23093 -1.70094 -2.72345
C 3.79054 -1.26692 -1.47883
C 4.76302 -0.88462 -0.40047
C 4.11077 -1.07361 0.96519
H 3.86709 -2.13076 1.12115
H 4.76178 -0.72743 1.76906
H 5.05013 0.16474 -0.51744
H 5.66847 -1.48890 -0.47402
H 5.29305 -1.75337 -2.91540
H 3.68825 -2.39545 -4.67089
H 1.26080 -2.29670 -4.21125
H 0.46389 -1.53904 -2.00652
H 1.27043 -1.52372 0.53476
H 1.19740 0.11885 -0.12711
H 1.59983 2.26222 2.72365
C -0.72951 2.38834 -2.14116
C -0.48286 1.48018 -3.34750
H -1.41547 1.00880 -3.64715
H -0.09966 2.06499 -4.18017
H 0.24291 0.70593 -3.10711
C -1.67719 3.52926 -2.50901
H -2.63895 3.12203 -2.80870
H -1.26370 4.10888 -3.33068
H -1.82944 4.19019 -1.65854
H 0.22448 2.79570 -1.79215
C -5.41009 -1.72486 2.10506
H -5.69283 -1.28225 3.05923
H -5.08059 -2.74744 2.29103
H -6.28533 -1.75587 1.46204
H -1.59584 -1.24899 3.33082
H -3.20351 -1.91096 3.65554
```

The following is a DFT calculation (ωB97M-V/def2-TZVPD) of a structure of composition HNO2S2 at a distorted geometry.

## Properties
* maximum force: 5.0 eV Å⁻¹
* ΔE to the lowest compared entry with this formula, charge and spin: 34.1 kcal/mol
* LUMO level (spin up / spin down): -1.18 / -1.16 eV
* Kohn-Sham gap (spin up / spin down): 6.39 / 6.44 eV

```
6
HNO2S2 ωB97M-V/def2-TZVPD
N -0.36420 -1.51241 1.38203
O 1.03937 0.53047 -0.09960
O 0.56212 1.40402 2.12933
S -1.66177 -1.44580 0.64673
S 1.10474 0.26663 1.53346
H 1.36016 -0.26705 -0.73800
```

The following is a DFT calculation (ωB97M-V/def2-TZVPD) of a structure of composition C2H4P2S at a distorted geometry.

## Properties
* maximum force: 5.6 eV Å⁻¹
* ΔE to the lowest compared entry with this formula, charge and spin: 33.4 kcal/mol
* LUMO level: -0.65 eV
* Kohn-Sham gap: 7.63 eV

```
9
C2H4P2S ωB97M-V/def2-TZVPD
C 0.52139 0.60330 0.45013
C 0.70781 -0.56173 -0.43592
P -1.02815 1.71860 0.01767
P -2.43627 0.17722 -0.02397
S -1.32074 -1.53134 -0.01022
H 0.41758 0.32530 1.40020
H 1.45583 1.12309 0.26813
H 0.34426 -0.51511 -1.43237
H 1.33829 -1.33933 -0.23365
```

The following is a DFT calculation (ωB97M-V/def2-TZVPD) of the molecule C7H5ClN2S at a distorted geometry.

## Properties
* maximum force: 5.3 eV Å⁻¹
* ΔE to the lowest compared entry with this formula, charge and spin: 17.7 kcal/mol
* LUMO level: 0.30 eV
* Kohn-Sham gap: 8.42 eV

```
16
C7H5ClN2S ωB97M-V/def2-TZVPD
C -1.93457 0.11034 1.01503
C -1.34406 -1.13279 1.33062
C -0.02294 -1.50390 0.80147
C 0.54957 -0.55031 0.04812
C 1.98995 0.57679 -1.32759
C -0.13820 0.59168 -0.40977
C -1.40932 1.03499 0.05266
H -1.83279 -1.67911 2.09885
H 0.39703 -2.40400 1.00347
H 2.52519 -1.18279 -0.57506
H 0.67982 2.07109 -1.75649
H -1.93335 1.96622 -0.17300
N 1.71506 -0.57896 -0.71170
N 0.79654 1.25126 -1.24540
S 3.42981 1.04559 -1.94716
Cl -3.46775 0.38389 1.79594
```